Formula: C45H99O40P7
Source: OMol25
Level of theory: ωB97M-V with the def2-TZVPD basis set

Geometry as XYZ:
```
191
Properties=species:S:1:pos:R:3:forces:R:3
O 2.3217 2.2417 5.8943 -2.6 4.1 -0.3
C 1.6206 3.3027 5.8694 1.4 -4.7 -2.0
O 1.5200 4.0880 6.8917 0.6 0.9 2.1
C 0.6486 5.1814 6.6564 -1.2 0.6 0.6
C -0.2886 4.6968 5.5467 1.4 1.5 -0.2
C 0.6831 3.8730 4.7394 0.8 -1.7 0.0
H 1.2008 6.1068 6.4929 0.4 -0.2 -0.8
H 0.0772 5.4730 7.5376 0.1 -0.8 0.4
H -0.5888 5.6176 5.0467 -0.8 -0.4 -0.2
H -1.0888 4.0873 5.9666 -0.1 0.2 -0.3
H 1.3511 4.3561 4.0263 -0.1 0.8 0.2
H 0.2244 3.1136 4.1061 0.0 -0.4 0.4
O -2.5597 -6.4909 3.5154 0.1 2.3 -0.1
C -2.5757 -5.2604 3.4267 0.4 -2.4 0.2
O -3.2312 -4.6730 2.4285 -0.9 0.7 -1.5
C -3.1357 -3.2142 2.4277 0.1 0.0 1.9
C -2.6907 -2.9878 3.9088 0.8 1.2 -0.6
C -1.9074 -4.2230 4.2949 -0.8 -0.5 -0.2
H -4.0522 -2.6653 2.2113 -0.6 -0.9 0.1
H -2.5093 -2.8243 1.6254 0.8 -0.6 0.2
H -3.5152 -2.8589 4.6099 -0.3 -0.1 -0.4
H -2.0653 -2.1010 4.0115 0.0 0.1 -0.1
H -2.0609 -4.4716 5.3450 0.4 0.0 -0.1
H -0.8579 -4.1823 4.0031 0.1 0.1 0.2
O -2.5067 -2.3773 6.9350 0.5 2.2 -0.4
C -2.1572 -1.2309 6.6936 0.9 -2.1 0.1
O -0.9455 -0.9675 6.0869 -1.0 -1.2 0.8
C -0.6892 0.4157 5.9560 -1.4 0.7 -0.6
C -2.1058 1.0939 6.1326 0.5 -0.5 0.7
C -2.8603 0.0593 6.9865 0.2 0.0 -0.7
H -0.3323 0.5198 4.9313 0.3 0.5 0.2
H 0.0414 0.7319 6.7005 0.0 0.0 -0.1
H -2.6130 1.2364 5.1783 0.2 0.1 0.0
H -2.0672 2.0146 6.7146 0.2 0.2 -0.5
H -3.8988 -0.0786 6.6857 0.0 0.2 0.5
H -2.7249 0.2777 8.0458 -0.4 -0.1 0.1
O -4.7485 -1.0440 0.5338 0.7 2.1 -1.8
C -4.6599 -0.0461 -0.1900 0.4 -2.1 2.9
O -3.4919 0.3182 -0.8010 0.1 -1.0 1.3
C -3.5853 1.4840 -1.5961 -2.5 -0.6 -0.9
C -5.1060 1.8295 -1.4005 0.3 2.9 -1.3
C -5.8193 0.8810 -0.4745 1.2 -0.4 -1.1
H -3.3926 1.1941 -2.6290 0.1 -0.1 0.0
H -2.9054 2.3135 -1.4018 0.1 -0.4 0.8
H -5.5683 2.0282 -2.3674 -0.2 -0.3 0.0
H -5.0889 2.8133 -0.9314 -0.2 0.1 0.1
H -6.5370 0.1723 -0.8878 -0.3 0.5 -0.4
H -6.2906 1.4538 0.3243 0.4 -0.7 0.4
O -1.0649 1.3525 2.3744 0.2 -0.3 -1.4
C -0.6970 0.8565 1.3190 0.9 0.4 1.0
O -0.7750 1.5017 0.1344 -0.5 0.8 1.2
C -0.1841 0.7620 -0.9204 -0.4 -1.9 0.2
C -0.1884 -0.7353 -0.3039 0.9 -0.1 -3.1
C -0.0376 -0.5160 1.1300 -1.3 1.0 1.7
H 0.7804 1.2108 -1.1578 0.3 -0.4 0.2
H -0.8076 0.8833 -1.8061 -0.1 -0.2 0.3
H 0.6312 -1.3511 -0.6742 0.4 0.4 -0.2
H -1.0209 -1.3488 -0.6484 -0.7 0.6 0.3
H 1.0089 -0.5539 1.4326 -0.1 0.3 0.3
H -0.6328 -1.1182 1.8164 0.3 -0.6 -0.2
O -2.2403 -3.0739 -2.3869 0.1 -1.1 0.0
C -2.4375 -4.2362 -2.1101 -0.3 1.7 0.8
O -2.8348 -4.5776 -0.8616 -0.1 1.5 1.2
C -3.1494 -5.9390 -0.6749 0.7 -1.0 -1.3
C -2.3655 -6.5475 -1.8487 -1.4 -0.9 -0.2
C -2.4038 -5.4613 -2.9231 1.3 -1.2 -0.4
H -4.2258 -6.0938 -0.7485 0.0 0.1 0.1
H -2.7655 -6.3689 0.2502 -0.2 0.7 0.3
H -2.8144 -7.4712 -2.2139 0.1 -0.2 0.1
H -1.3535 -6.7539 -1.5002 0.1 0.1 -0.3
H -3.2239 -5.4534 -3.6410 -0.2 -0.3 0.2
H -1.4835 -5.5897 -3.4929 0.0 0.7 -0.3
C -5.5750 5.5856 -0.0225 -0.1 1.1 0.5
O -4.2192 5.1492 -0.2025 1.8 -0.5 0.4
P -3.0832 5.4318 0.9548 -0.4 0.7 0.4
O -3.0694 6.8451 1.4100 0.3 -1.6 -0.5
O -1.6633 4.8246 0.4141 -3.9 0.7 -1.8
C -0.5389 4.7405 1.2121 0.6 -0.6 1.4
O -3.5007 4.4360 2.1478 0.8 1.6 0.1
C -3.8426 3.1233 1.8746 -1.1 -1.9 -0.7
H -6.3118 4.7915 -0.1437 0.5 -0.3 0.0
H -5.8127 6.3832 -0.7264 0.3 -0.2 -0.3
H -5.7109 6.0694 0.9447 0.1 -0.3 0.2
H -0.6571 5.4232 2.0536 0.6 0.2 0.0
H 0.3516 4.9220 0.6102 -0.1 0.4 0.1
H -0.4790 3.7174 1.5833 0.1 0.0 0.2
H -4.9236 3.0476 1.7565 -0.2 0.1 -0.1
H -3.6059 2.4003 2.6552 0.5 0.5 0.3
H -3.4052 2.7445 0.9509 0.3 0.0 0.0
C -0.5711 -2.9871 -6.8299 0.0 -1.9 0.7
O 0.5430 -2.1064 -6.8709 0.1 1.1 1.1
P 1.0342 -1.4379 -5.4784 1.7 1.0 -0.2
O 2.1138 -0.3870 -5.6500 -2.6 -1.9 0.2
O 1.5610 -2.7229 -4.6277 -0.9 1.5 -1.5
C 1.7187 -2.5144 -3.2356 -0.4 -0.8 1.4
O -0.3223 -0.9578 -4.7056 1.6 -0.9 -0.7
C -0.6385 0.4208 -4.6285 -0.8 1.1 0.1
H -1.1421 -2.9313 -5.9031 -0.2 0.6 -0.1
H -0.1714 -3.9994 -6.7701 0.2 -0.2 -0.2
H -1.2188 -2.9920 -7.7066 0.3 0.8 0.0
H 1.0553 -3.2502 -2.7809 0.0 0.2 0.3
H 1.4362 -1.5343 -2.8514 0.0 0.2 -0.4
H 2.7250 -2.7313 -2.8774 0.2 0.1 -0.5
H -1.4025 0.7194 -5.3464 0.1 -0.3 -0.5
H 0.2233 1.0717 -4.7761 0.1 -0.2 0.2
H -1.1509 0.6531 -3.6949 0.5 -0.4 0.1
C 1.7416 -6.1830 -3.8322 -0.5 0.1 0.1
O 2.8676 -6.0040 -2.9215 -0.8 0.5 0.8
P 2.5929 -5.8988 -1.3356 -0.8 -1.1 1.8
O 3.7082 -5.4553 -0.4611 -0.9 -0.3 -1.5
O 2.0567 -7.3991 -0.9170 -0.9 1.8 -1.3
C 2.7965 -8.3643 -0.2216 0.5 0.2 0.7
O 1.2053 -5.0675 -1.1686 1.7 -0.5 -1.9
C 0.5468 -4.7716 0.0419 -0.1 -0.3 1.3
H 1.9557 -6.8761 -4.6457 0.6 -0.1 0.4
H 1.4500 -5.2472 -4.3090 0.3 0.3 0.3
H 0.8714 -6.5554 -3.2917 0.1 -0.1 0.1
H 3.8333 -8.2361 -0.5326 0.1 -0.7 0.4
H 2.3877 -9.3639 -0.3686 0.1 0.1 -0.7
H 2.6549 -8.2124 0.8485 0.5 0.3 0.1
H 0.2590 -3.7222 0.1056 -0.1 0.0 -0.5
H 1.1726 -4.9328 0.9197 0.2 -0.1 -0.1
H -0.3257 -5.4188 0.1307 -0.1 0.1 0.0
C -0.0582 3.5849 -6.2329 2.5 0.1 -0.9
O -1.2675 4.1740 -5.9055 -2.3 0.3 2.7
P -1.6002 4.2134 -4.3129 -1.6 0.4 1.4
O -1.8862 2.9037 -3.6124 0.6 2.2 -1.5
O -0.4001 5.0728 -3.6746 0.3 -0.9 -1.8
C -0.2931 5.3170 -2.2904 -1.5 0.5 1.1
O -2.8450 5.3113 -4.1772 1.7 -1.9 -0.3
C -4.2230 4.8801 -4.0955 0.4 -0.2 -0.2
H -0.0906 2.7827 -6.9701 -0.7 -0.1 0.1
H 0.5082 3.2326 -5.3708 0.0 0.0 0.0
H 0.5004 4.3996 -6.6938 0.5 -0.2 0.0
H -1.3228 5.4992 -1.9828 0.1 0.0 0.7
H 0.2543 6.2259 -2.0410 0.2 0.1 -0.8
H 0.1387 4.5389 -1.6609 -0.1 -0.5 -0.6
H -4.6141 5.1255 -3.1081 0.0 0.5 -0.2
H -4.3630 3.8024 -4.1789 0.4 -0.1 -0.3
H -4.6939 5.3782 -4.9430 -0.5 0.0 0.4
C 1.7141 -5.8069 4.5102 -0.5 -2.1 -1.4
O 2.0368 -4.5440 4.9315 0.2 3.3 0.1
P 2.2710 -3.3143 3.8755 -0.4 -0.8 0.6
O 1.2388 -3.1372 2.8291 1.0 -0.5 0.3
O 2.3859 -2.0544 4.8359 -0.2 -2.3 0.4
C 2.4625 -0.7830 4.2420 0.4 1.1 0.2
O 3.7549 -3.6469 3.3463 -0.7 0.5 -0.1
C 4.8272 -3.7957 4.2824 0.5 0.2 0.6
H 0.7874 -6.2078 4.9208 0.1 0.3 0.7
H 2.5402 -6.4933 4.6958 0.0 0.0 0.3
H 1.5043 -5.8837 3.4433 0.2 0.3 -0.4
H 3.2888 -0.7943 3.5311 -0.1 0.4 -0.1
H 2.6459 -0.1118 5.0810 0.2 0.2 -0.3
H 1.5283 -0.4693 3.7761 0.0 -0.3 -0.2
H 5.6726 -3.1598 4.0195 -0.2 0.0 -0.5
H 5.1814 -4.8258 4.3211 -0.3 0.0 -0.2
H 4.5685 -3.4779 5.2925 -0.4 -0.1 0.0
C 2.9646 2.5868 0.8617 0.5 0.7 0.4
O 3.0669 1.2382 1.3912 0.7 -1.2 -1.3
P 3.7432 0.1005 0.3700 -0.3 -1.2 0.6
O 3.0979 0.0523 -0.9676 0.6 0.4 1.0
O 5.3344 0.3679 0.3797 -1.3 -0.1 0.2
C 5.9236 1.2212 -0.5897 0.6 0.1 -1.2
O 3.6956 -1.3500 1.1764 -0.4 3.4 -0.4
C 3.7894 -2.5508 0.4065 -0.2 -0.3 -1.1
H 2.0167 2.8678 0.4027 -0.1 -0.9 -0.4
H 3.8057 2.8642 0.2263 -0.1 -0.4 -0.4
H 3.0492 3.3192 1.6645 0.1 -0.5 0.6
H 5.2066 1.6761 -1.2732 -0.2 0.4 0.5
H 6.5266 0.6514 -1.2966 0.2 -0.4 0.3
H 6.5966 1.9348 -0.1143 -0.4 0.1 0.1
H 3.8833 -2.3668 -0.6638 0.6 0.4 0.0
H 2.8385 -3.0835 0.4053 0.2 -0.2 0.9
H 4.6493 -3.1182 0.7625 -0.5 -0.1 0.0
C 3.7772 6.3844 -2.3299 -0.5 -0.1 -0.5
O 3.3816 5.8333 -3.6377 0.7 -0.8 0.8
P 4.0033 4.4163 -4.1276 -0.4 0.1 0.1
O 5.4660 4.3053 -3.9681 -0.7 -0.1 0.2
O 3.0971 3.3062 -3.3434 1.2 0.2 -1.4
C 3.3444 1.8745 -3.6957 0.0 0.3 0.3
O 3.5176 4.3735 -5.6597 -0.2 -1.0 2.3
C 3.8577 5.4057 -6.5752 -0.1 -0.9 -0.1
H 2.8842 6.4019 -1.7051 0.0 0.0 -0.1
H 4.1250 7.4070 -2.4756 0.0 -0.1 -0.2
H 4.5468 5.8265 -1.7963 0.1 -0.3 -0.5
H 2.3873 1.3600 -3.6105 0.1 0.2 -0.3
H 4.0133 1.3823 -2.9897 0.0 0.5 0.2
H 3.7984 1.7524 -4.6791 -0.4 0.2 -0.1
H 4.6108 6.0630 -6.1406 -0.3 0.3 -0.3
H 2.8744 5.8150 -6.8067 0.5 0.8 -0.3
H 4.2730 4.8510 -7.4166 0.0 0.5 -0.3
```
Forces are in eV/Å.

Calculated values
LUMO energy   0.2807 eV
Kohn-Sham gap   0.3576 Eh
HOMO energy   -9.45 eV
F_max   5.3 eV Å⁻¹

These are the Mulliken partial charges, in e, on atoms 1 to 99: O -0.59; C 0.34; O -0.35; C -0.66; C -0.27; C 0.77; H 0.27; H 0.40; H 0.32; H 0.11; H 0.34; H -0.58; O -0.71; C 0.40; O -0.31; C 0.06; C 0.39; C 0.38; H 0.25; H -0.25; H 0.38; H -0.50; H 0.45; H -0.54; O -0.64; C 0.49; O -0.22; C 0.55; C 0.14; C -0.70; H -0.44; H 0.23; H -0.27; H 0.26; H 0.33; H 0.29; O -0.58; C 0.15; O -0.05; C 0.42; C 0.28; C -0.55; H 0.41; H -0.37; H 0.53; H -0.72; H 0.32; H 0.30; O -0.69; C -0.43; O 0.58; C -0.03; C 1.54; C 2.40; H -0.14; H -0.61; H -0.52; H -0.12; H -1.35; H -0.89; O -0.60; C 0.40; O -0.04; C -0.54; C -0.20; C -0.22; H 0.33; H 0.20; H 0.49; H -0.15; H 0.40; H 0.02; C -0.94; O -0.11; P 0.72; O -0.81; O 0.30; C -0.24; O -0.49; C 0.18; H 0.29; H 0.27; H 0.44; H 0.47; H 0.25; H -0.32; H 0.36; H -0.05; H -0.30; C -0.66; O -0.41; P 1.07; O -0.78; O -0.36; C 0.40; O -0.18; C 0.14; H 0.25; H 0.26